Record 1
# C17H14ErN4O8S2

A molecular structure, C17H14ErN4O8S2 in a non-equilibrium geometry (wB97M-V/def2-TZVPD, the OMol25 dataset).

Structure (XYZ):
```
46
Properties=species:S:1:pos:R:3:forces:R:3
C -0.830 -3.287 3.297 0.264 -0.187 -0.009
O 0.037 0.100 3.207 -0.304 0.639 1.260
H -2.501 -3.678 7.379 -0.076 -0.047 -0.094
H -3.476 -4.211 6.114 0.106 0.005 0.018
H -0.028 -4.092 -2.823 -0.064 0.070 -0.262
Er 0.480 -0.656 1.405 -0.299 -1.675 -0.173
O -0.109 0.927 0.161 -0.250 1.039 -0.802
C -2.297 -0.023 1.649 -1.157 0.333 0.070
C 2.481 3.336 -0.639 0.565 1.049 -0.544
N -2.741 0.928 0.805 0.008 -0.220 -0.001
C -0.537 -2.766 6.004 0.040 -0.080 -0.066
C 3.250 2.181 -0.026 0.956 -0.139 0.090
H -1.090 0.912 4.691 -0.104 0.134 -0.260
S 1.861 -2.615 2.728 -0.635 -2.103 0.546
C 1.046 -3.561 0.485 -0.139 -0.305 -0.849
C -1.876 -3.542 4.169 -0.068 0.026 0.199
C -2.418 0.219 3.118 0.962 0.189 0.225
C 0.953 1.658 -0.011 0.972 0.266 -0.194
N 1.482 -3.833 1.672 0.413 -0.055 0.990
H -2.878 1.863 1.160 -0.020 -0.141 -0.009
C 0.368 -2.784 3.778 0.057 -0.108 -0.146
H -0.413 -2.602 7.067 0.027 0.105 0.064
O 4.464 2.089 0.042 -0.765 0.076 0.025
C -1.736 -3.306 5.535 0.180 0.157 -0.300
H -3.224 0.903 3.369 -0.121 0.056 0.003
H 1.441 -2.121 5.494 0.088 0.014 0.078
H -0.931 -3.553 2.253 -0.043 0.035 0.000
N -2.780 -3.549 6.418 -0.273 -0.003 0.268
O -1.789 -1.072 1.226 -0.158 0.000 -0.246
N 0.680 -2.387 -0.040 0.083 -0.799 -0.329
H -2.536 -0.737 3.627 -0.106 -0.022 -0.068
O 2.914 -3.155 3.589 0.617 0.584 0.153
C -1.035 0.837 3.585 -0.954 0.537 0.746
C 1.020 2.972 -0.627 -0.871 0.325 -0.148
S 0.838 -4.899 -0.662 -0.034 0.418 0.081
O 2.398 0.105 1.040 1.516 0.956 -0.525
O 0.091 3.657 -1.048 0.571 -0.458 0.242
H -2.799 -3.970 3.804 -0.101 -0.020 -0.115
C 0.269 -3.758 -1.851 0.061 -0.018 0.168
H -0.995 1.874 3.183 0.010 -0.225 0.148
C 0.269 -2.512 -1.342 -0.080 -0.201 -0.433
O 2.964 4.362 -1.082 -0.376 -0.830 0.394
C 0.500 -2.506 5.131 0.056 0.011 -0.079
C 2.233 1.216 0.411 -0.489 0.528 -0.347
H -2.383 0.869 -0.145 0.011 0.105 0.280
H -0.018 -1.616 -1.874 -0.076 -0.021 -0.048
```
Forces are in eV/Å.

Its largest force on an atom is 2.263 eV/Å. As for the charge: -1. The spin multiplicity is 4. The value obtained for the electronic energy is -89493.6397 eV. The calculation puts the HOMO-LUMO gap (alpha / beta) at 7.5 / 7.5 eV.

***

Record 2
# C17H14F5MnN2O5S3

A molecular structure, C17H14F5MnN2O5S3 in a non-equilibrium geometry (wB97M-V/def2-TZVPD, the OMol25 dataset).

Structure (XYZ):
```
47
Properties=species:S:1:pos:R:3:forces:R:3
N -1.068 -0.694 -0.301 -0.361 -0.051 0.354
C 3.393 4.459 1.115 0.032 0.016 0.025
C 3.601 3.875 3.405 0.029 -0.019 0.209
C -1.250 -0.623 1.146 0.117 -0.235 -0.078
S -0.202 3.033 2.374 -0.571 0.320 -0.658
H -0.314 0.625 -2.910 0.019 -0.097 0.017
C -0.409 -1.419 -3.043 -0.058 0.214 0.175
C 0.672 -5.190 -1.318 0.005 0.027 -0.025
C 0.999 -2.808 -1.430 0.065 0.067 0.026
C 1.338 -4.045 -0.900 -0.011 0.025 -0.011
S -2.524 3.229 -1.531 -0.837 0.318 -0.511
C -3.022 -2.456 1.197 0.047 0.080 0.056
H -0.826 -5.992 -2.632 -0.009 0.036 0.032
F 3.927 4.945 -0.010 0.009 0.022 -0.091
O -1.270 4.048 -1.666 0.007 -0.094 0.093
F 4.352 3.778 4.512 0.007 -0.008 0.055
H -0.311 -0.287 1.578 0.064 0.057 -0.011
O -0.814 -1.413 -4.183 0.022 -0.022 -0.194
O -3.598 3.564 -2.416 0.048 -0.044 0.035
H -2.993 -2.720 0.135 -0.020 0.010 0.043
H -1.829 -1.084 -0.841 0.019 -0.057 0.081
C 2.279 3.487 3.422 -0.065 -0.076 0.007
F 5.454 4.741 2.231 0.101 0.037 -0.002
O -2.006 1.814 -1.644 0.154 0.201 0.275
C -0.660 -3.863 -2.813 -0.125 0.001 0.016
C -1.660 -1.977 1.703 -0.148 -0.024 -0.066
S 0.891 1.093 -0.307 0.322 0.018 -0.244
Mn -0.905 2.807 -0.056 0.959 -0.604 1.026
H -3.352 -3.342 1.741 0.016 -0.008 -0.046
C 1.455 3.549 2.297 0.165 -0.124 -0.074
C 4.169 4.365 2.249 0.121 0.027 -0.053
H -1.423 -3.768 -3.577 0.040 -0.021 0.026
H 0.941 -6.155 -0.904 -0.015 0.036 -0.005
O -2.837 3.339 -0.048 -0.174 0.104 -0.053
F 1.377 4.205 0.021 -0.213 -0.004 -0.253
C -0.323 -5.098 -2.283 0.032 -0.008 0.003
F 1.789 3.022 4.579 0.015 -0.032 0.043
H 2.128 -4.110 -0.162 -0.014 -0.012 -0.040
N -0.231 -0.224 -2.360 0.240 -0.138 -0.155
C -0.196 0.003 -0.989 0.070 0.033 -0.146
C 2.073 4.060 1.153 -0.045 -0.016 0.140
H -0.888 -2.711 1.455 -0.001 -0.014 0.053
C -0.019 -2.709 -2.375 0.067 0.039 0.036
H 1.553 -1.927 -1.120 -0.106 -0.009 0.003
H -1.687 -1.885 2.791 0.015 -0.014 -0.009
H -1.998 0.136 1.380 -0.078 0.110 -0.076
H -3.779 -1.678 1.335 0.044 -0.062 -0.030
```
Forces are in eV/Å.

Its largest force on an atom is 1.529 eV/Å. As for the charge: -1. The spin multiplicity is 2. The value obtained for the electronic energy is -108489.2899 eV. The calculation puts the HOMO-LUMO gap (alpha / beta) at 6.9 / 6.9 eV.

***

Record 3
# C17H14N4O5RuSi

A molecular structure, C17H14N4O5RuSi (wB97M-V/def2-TZVPD, the OMol25 dataset).

Structure (XYZ):
```
42
Properties=species:S:1:pos:R:3:forces:R:3
N -2.009 1.172 0.366 -0.196 0.302 0.478
H 5.338 -2.802 -0.685 0.011 0.009 0.000
H -1.846 0.310 3.380 0.008 -0.004 -0.011
C 3.474 -2.446 -0.859 0.035 0.005 -0.043
C 0.355 -2.721 1.960 0.062 -0.083 0.127
C 1.930 -4.561 2.211 -0.016 0.029 0.004
O -0.606 -3.461 -2.020 0.011 -0.022 0.099
H 2.327 -0.295 2.565 0.043 0.029 0.028
H -0.907 -5.628 0.710 -0.002 -0.004 0.003
H 1.297 -6.473 1.463 0.001 0.003 -0.002
C 1.136 -2.145 -1.072 0.056 -0.002 0.018
O 1.067 1.417 0.371 0.330 0.183 -0.058
H 1.248 0.993 3.079 -0.011 0.005 -0.006
C 3.596 -1.144 -0.370 -0.039 -0.013 -0.085
C -0.316 -2.458 -1.401 -0.071 0.056 -0.153
O -1.133 -1.519 -1.014 -0.148 -0.388 -0.139
Ru -0.382 0.035 0.028 0.178 0.458 -0.692
Si -0.067 -0.878 2.120 0.015 -0.249 -0.150
C 2.303 1.029 0.285 0.022 0.055 -0.078
C -1.589 -0.735 3.198 -0.112 -0.014 0.077
C -0.205 -4.961 1.195 0.010 0.015 -0.004
N -3.678 2.652 1.330 -0.475 -0.100 -0.066
H 2.311 -2.560 2.844 -0.009 -0.005 0.013
C 1.589 -3.225 2.383 0.033 0.015 -0.078
H 4.545 -0.703 -0.092 0.018 -0.031 -0.006
H -1.392 -1.220 4.159 -0.045 0.010 0.006
C 1.033 -5.432 1.610 -0.009 -0.020 -0.008
O 4.552 -3.259 -1.001 0.013 -0.026 0.010
H -2.455 -1.215 2.739 -0.005 -0.004 -0.006
C -3.605 3.737 2.061 0.214 0.128 -0.041
C -0.537 -3.626 1.375 -0.009 0.009 0.039
H -1.501 -3.277 1.021 -0.016 0.021 -0.010
H 1.407 -0.470 4.065 0.011 -0.020 -0.013
C 2.444 -0.400 -0.236 -0.072 0.038 -0.003
C 1.366 -0.091 3.039 0.022 0.067 0.124
C -2.748 1.932 0.863 0.202 -0.187 -0.022
N 1.272 -0.924 -0.564 -0.059 -0.310 0.620
H 2.897 -4.921 2.542 0.003 0.003 -0.004
H 2.119 -3.953 -1.644 0.038 -0.013 0.014
O 3.299 1.682 0.530 -0.027 -0.037 0.051
C 2.233 -2.958 -1.240 -0.010 0.114 -0.073
N -3.646 4.705 2.697 -0.004 -0.023 0.041
```
Forces are in eV/Å.

Its largest force on an atom is 0.849 eV/Å. As for the charge: -1. The spin multiplicity is 2. The value obtained for the electronic energy is -44518.3564 eV. The calculation puts the HOMO-LUMO gap (alpha / beta) at 7.6 / 7.4 eV.

***

Record 4
# C17H14NO4S

2 unconnected molecules or ions with the total composition C17H14NO4S in a non-equilibrium geometry (wB97M-V/def2-TZVPD, the OMol25 dataset).

Structure (XYZ):
```
37
Properties=species:S:1:pos:R:3:forces:R:3
H 0.139 2.672 8.609 0.207 0.060 -0.145
C 2.777 -1.785 1.334 -0.233 -0.137 -0.041
H -1.729 -0.793 3.179 -0.104 0.127 0.269
N -1.812 1.347 5.920 2.067 1.361 3.276
C -2.320 0.658 1.726 -0.448 -0.347 0.029
O 0.752 1.078 6.314 -0.238 1.466 -0.552
C 1.960 -0.678 1.446 0.805 0.337 -0.030
C -4.485 0.284 0.739 -0.280 -0.050 -0.246
H 4.799 -2.459 1.281 0.113 -0.124 -0.017
C -1.058 1.396 1.753 0.554 -0.412 -0.279
C 3.874 0.775 1.602 -0.059 0.280 0.010
H -2.005 1.108 4.999 0.342 -0.200 -2.201
C 4.146 -1.604 1.357 -0.050 -0.178 0.001
H -3.159 1.856 0.170 -0.042 0.251 -0.111
C -3.700 -1.174 2.460 -0.120 -0.130 0.080
O 1.549 2.786 1.757 0.123 -0.139 -0.145
C -4.678 -0.812 1.554 -0.097 -0.103 0.005
H 4.276 1.766 1.717 0.124 0.198 0.027
O -0.259 3.436 5.897 0.978 -1.361 -0.052
H 5.759 -0.213 1.522 0.173 0.007 0.003
H -1.105 2.473 1.782 0.046 0.303 0.085
C 0.162 0.834 1.667 -1.035 0.207 0.117
C -2.531 -0.456 2.540 0.518 0.181 -0.090
C -3.327 1.020 0.829 0.556 0.242 0.248
C -0.723 2.212 8.133 0.020 -0.104 -0.363
H -3.840 -2.042 3.082 0.001 -0.123 0.149
O -0.269 -1.520 1.357 0.194 -0.285 -0.205
C 0.495 -0.589 1.475 -0.745 -0.548 0.147
H 2.340 -2.763 1.237 -0.091 -0.259 -0.017
C 4.689 -0.335 1.493 0.127 0.175 0.012
C 2.505 0.596 1.574 0.469 -0.719 -0.051
H -5.232 0.548 0.008 -0.151 0.099 -0.102
S -0.389 2.027 6.346 -3.338 -1.179 0.256
H -0.900 1.238 8.580 -0.007 -0.107 -0.150
C 1.424 1.584 1.679 -0.131 1.272 0.261
H -5.576 -1.401 1.466 -0.200 -0.068 0.012
H -1.593 2.846 8.281 -0.047 0.008 -0.190
```
Forces are in eV/Å.

Its largest force on an atom is 4.106 eV/Å. As for the charge: -1. The value obtained for the electronic energy is -38371.3755 eV. The calculation puts the HOMO-LUMO gap at 5.1 eV.

***

Record 5
# C17H15Cl2N3O

A single C17H15Cl2N3O molecule in a non-equilibrium geometry (wB97M-V/def2-TZVPD, the OMol25 dataset).

Structure (XYZ):
```
38
Properties=species:S:1:pos:R:3:forces:R:3
C 1.850 -0.315 -0.653 0.379 -0.316 -0.910
H 0.565 0.007 -2.369 -0.400 -0.018 0.043
H -2.050 2.927 0.747 -0.084 -0.140 -0.178
C 1.557 -0.235 -2.037 -0.184 -0.110 -0.040
H -0.246 3.969 2.511 -0.146 -0.346 0.046
H 1.041 2.222 3.188 -0.181 -0.688 0.016
C -0.807 3.023 2.494 -0.540 0.563 1.020
C -2.738 -0.368 -0.871 0.379 -0.016 0.317
C 2.498 -0.475 -3.034 1.092 0.252 1.899
C -1.081 2.587 1.100 -0.021 -0.958 -0.282
C 3.842 -0.719 -2.650 -0.474 0.151 -1.870
H 4.626 -0.813 -3.417 -0.473 -0.098 0.451
C -3.448 -2.670 -0.980 0.299 0.764 0.561
C -3.698 -1.301 -1.160 -1.059 -1.172 -0.566
H -0.313 3.000 0.491 0.795 0.202 -1.068
C -0.005 1.877 3.127 0.901 0.632 -0.558
H -0.497 1.095 -0.818 0.005 0.641 -1.079
C -2.229 -3.048 -0.431 -0.474 -0.382 -0.256
H -0.314 -2.397 0.303 -0.273 -0.109 -0.134
N 0.828 -0.077 0.308 -0.804 0.399 0.575
H -4.671 -1.005 -1.549 0.235 0.015 0.106
Cl -4.685 -3.866 -1.275 0.282 0.325 -0.071
H -2.974 0.672 -0.980 -0.072 0.420 -0.180
C -1.504 -0.737 -0.355 -0.016 -0.798 -0.182
H -1.756 3.212 3.010 0.266 -0.198 0.138
C -0.537 0.392 -0.028 0.177 -1.094 0.826
N -1.032 1.101 1.161 -0.677 0.612 -0.519
H 2.220 -0.416 -4.066 -0.075 0.032 -0.341
N -0.165 0.729 2.223 0.426 -0.520 -0.584
Cl 5.800 -1.286 -0.897 -0.644 0.305 0.073
H -0.360 1.674 4.108 -0.199 -0.401 0.776
H 3.450 -0.810 0.704 -0.122 0.071 -0.243
O 1.862 -0.303 2.422 -0.197 -0.158 -0.866
C 0.944 0.034 1.698 1.106 1.107 1.187
C 3.164 -0.672 -0.339 0.552 0.070 0.940
H -2.018 -4.081 -0.233 -0.039 -0.358 0.013
C 4.156 -0.823 -1.329 -0.627 -0.299 0.874
C -1.275 -2.108 -0.126 0.885 1.615 0.066
```
Forces are in eV/Å.

Its largest force on an atom is 2.205 eV/Å. The value obtained for the electronic energy is -49434.6340 eV. The calculation puts the HOMO-LUMO gap at 8.9 eV.

***

Record 6
# C17H15Cl3GeIrN3O2S2

A molecular structure, C17H15Cl3GeIrN3O2S2 (wB97M-V/def2-TZVPD, the OMol25 dataset).

Structure (XYZ):
```
44
Properties=species:S:1:pos:R:3:forces:R:3
N 0.407 0.392 1.094 0.174 0.220 0.533
H -4.064 1.195 -2.424 -0.001 0.040 0.035
C -3.453 0.681 -3.161 0.125 -0.038 0.050
H 0.616 5.069 -0.694 -0.016 0.014 0.053
C 0.515 -5.831 1.390 -0.004 0.010 -0.022
O 0.361 2.557 -0.666 0.079 0.061 0.083
H 0.058 -3.727 -1.225 0.019 -0.008 0.024
N 0.301 -0.833 1.549 -0.034 -0.166 -0.634
H 0.467 5.573 3.588 0.020 0.032 -0.046
O 0.181 -1.349 -0.725 0.234 -0.182 0.709
C 0.566 5.455 1.413 -0.002 0.048 0.370
C -1.128 0.241 -3.293 0.340 -0.057 0.163
C 0.620 -4.903 2.419 -0.009 0.043 -0.015
H 0.302 3.151 3.880 0.013 -0.042 -0.049
C 0.319 1.339 2.027 0.033 -0.208 -0.150
C 0.301 -5.417 0.077 0.003 0.002 0.030
Cl 3.939 -1.224 0.316 0.003 -0.093 0.042
H -1.811 2.116 -3.015 -0.022 -0.039 0.006
S 0.542 0.626 -3.452 0.193 -0.123 0.132
C 0.376 2.697 1.760 -0.001 0.400 -0.151
H -3.840 0.904 -4.155 0.006 -0.004 -0.077
C 0.271 -1.716 0.497 -0.145 -0.304 -0.115
Cl 3.832 2.193 0.795 0.046 0.046 0.037
Cl 4.827 0.918 -2.255 0.053 0.008 -0.051
C 0.538 4.662 0.305 -0.020 -0.152 -0.140
N -2.060 1.137 -3.072 -0.367 0.288 0.017
H -4.151 -1.366 -3.459 -0.019 0.009 0.004
C 0.513 -3.551 2.143 -0.029 -0.058 -0.009
C 0.205 -4.069 -0.210 0.015 -0.088 -0.023
C 0.310 -3.132 0.822 0.002 0.055 0.025
H 0.604 -6.887 1.611 -0.013 0.030 -0.008
C -3.400 -0.821 -2.895 0.028 0.027 -0.017
C 0.369 3.581 2.888 -0.010 -0.389 -0.096
H 0.787 -5.235 3.436 -0.007 0.009 -0.035
H 0.674 6.527 1.291 -0.027 -0.048 0.019
H 0.590 -2.815 2.930 0.006 -0.025 -0.014
C 0.463 4.916 2.730 0.046 0.519 -0.281
S -1.741 -1.354 -3.431 0.019 -0.095 -0.149
H 0.223 -6.148 -0.717 0.006 0.017 0.030
C 0.430 3.258 0.426 -0.019 -0.106 0.138
H -3.499 -1.055 -1.837 -0.020 0.009 0.028
Ge 3.448 0.637 -0.651 0.018 0.048 -0.002
Ir 0.990 0.600 -1.103 -0.746 0.373 -0.414
H 0.200 1.008 3.055 0.030 -0.084 -0.029
```
Forces are in eV/Å.

Its largest force on an atom is 0.931 eV/Å. As for the charge: +1. The spin multiplicity is 6. The value obtained for the electronic energy is -145024.3728 eV. The calculation puts the HOMO-LUMO gap (alpha / beta) at 6.7 / 5.7 eV.